Record 1
The following is a DFT calculation (ωB97M-V/def2-TZVPD) of a cluster of 10 separate species, C22H39BCl6N3O23 in total in a non-equilibrium geometry.

Geometry (Å):
O: -2.699501 1.112428 0.977994
C: -1.587783 1.180897 0.477329
O: -1.068530 0.307613 -0.282370
B: 0.364966 0.452061 -0.421349
O: 0.670806 1.824292 0.136367
C: -0.424526 2.213427 0.770135
O: -0.562323 3.126176 1.560807
O: 0.735787 0.406785 -1.877727
C: 1.676577 -0.569169 -2.060336
O: 2.293160 -0.838964 -3.104285
C: 1.895068 -1.238208 -0.665360
O: 1.104645 -0.661558 0.188059
O: 2.742750 -2.139129 -0.459963
Cl: 0.374962 3.935507 5.816765
C: -0.984652 4.175086 4.622143
C: -1.652462 2.816097 4.534617
Cl: -2.379743 2.298016 6.048940
H: -0.504326 4.454544 3.684430
H: -1.558924 4.957600 5.118106
H: -0.944751 2.112617 4.096029
H: -2.424104 2.828435 3.764873
Cl: -4.576686 -0.473165 -4.193923
C: -3.374366 -0.869897 -3.037213
C: -2.070438 -1.030367 -3.866214
Cl: -1.745872 0.395191 -4.773724
H: -3.591250 -1.848565 -2.609125
H: -3.474832 -0.079572 -2.293312
H: -2.135758 -1.790981 -4.644221
H: -1.141475 -1.260375 -3.344473
Cl: 5.183051 0.124599 -1.261632
C: 5.934823 -1.464606 -1.585214
C: 7.486993 -1.324979 -1.163276
Cl: 8.543277 -2.681035 -1.741916
H: 5.724088 -1.672457 -2.634257
H: 5.377439 -2.332168 -1.231989
H: 7.651622 -1.089997 -0.111720
H: 7.929939 -0.425569 -1.591017
C: 2.936350 3.488815 2.183314
N: 4.238199 2.869892 2.599902
O: 4.243457 1.864849 3.329992
O: 5.271526 3.476769 2.235508
H: 2.235985 2.714074 2.495355
H: 3.182090 3.532477 1.122266
H: 3.007790 4.458527 2.675926
C: 4.256271 0.234237 -6.093624
N: 4.570628 1.702931 -6.395354
O: 3.965589 2.149281 -7.369760
O: 5.540876 2.213577 -5.829022
H: 4.239075 0.209768 -5.004033
H: 5.093088 -0.314724 -6.525453
H: 3.345013 -0.089767 -6.596337
C: 0.531351 -4.150814 -2.939494
N: -0.509685 -5.098051 -2.584973
O: -0.288670 -6.241220 -2.202207
O: -1.641509 -4.625446 -2.827243
H: 0.444650 -3.631493 -3.893901
H: 1.495860 -4.658240 -2.957628
H: 0.470413 -3.316262 -2.240981
C: 4.493848 -4.449094 1.393252
O: 4.231464 -5.007991 2.709932
C: 4.802270 -4.565159 3.823872
O: 5.812671 -3.846740 3.882451
O: 3.997986 -4.932918 4.824794
C: 4.197973 -4.496979 6.141780
H: 5.516620 -4.083971 1.299805
H: 3.934613 -3.543772 1.157147
H: 4.338917 -5.243982 0.663694
H: 5.156024 -4.973033 6.350620
H: 3.555231 -4.892522 6.928253
H: 4.282871 -3.423924 6.313406
C: -8.143379 -2.793309 -1.330018
O: -7.099818 -2.817925 -0.302583
C: -5.937923 -2.148094 -0.368672
O: -5.541891 -1.505703 -1.297229
O: -5.235872 -2.517861 0.695185
C: -3.856694 -2.168528 0.806327
H: -7.583675 -2.853578 -2.263395
H: -8.683287 -1.850582 -1.418682
H: -8.849073 -3.604004 -1.148738
H: -3.317554 -2.472239 1.703651
H: -3.751910 -1.089454 0.919081
H: -3.269045 -2.616262 0.004884
C: -5.251850 3.871135 0.511275
O: -5.350126 5.296452 0.868456
C: -6.564734 5.929712 1.119716
O: -7.698544 5.359700 1.005582
O: -6.366137 7.171632 1.577676
C: -5.126724 7.861633 1.531823
H: -5.575159 3.201854 1.308539
H: -4.254974 3.540414 0.219784
H: -5.944452 3.654088 -0.301928
H: -5.102609 8.629530 2.305033
H: -4.985737 8.405474 0.597768
H: -4.245322 7.256210 1.743225

Forces on atoms 1 to 6 (eV/Å):
1.44 0.81 -0.71
-1.33 1.13 2.17
0.48 -2.26 -1.42
0.52 0.70 -1.75
-0.66 -0.81 0.38
-1.06 0.72 1.41

For the gap between HOMO and LUMO, the calculation gives 9.6329 eV. As for the total energy: -5542.438595 a.u. As for the total charge: -1. The lowest unoccupied orbital energy comes out at 1.38 eV.

Record 2
The following is a DFT calculation (ωB97M-V/def2-TZVPD) of an isolated molecule of C28H29N3O3S in a non-equilibrium geometry.

Geometry (Å):
O: -2.418979 2.814226 -0.369205
C: -1.229791 2.546906 -0.362112
N: -0.381622 2.953014 -1.328426
C: 1.057414 2.853326 -1.290611
H: 1.402143 2.456144 -2.251775
C: 1.657020 4.244146 -1.070454
C: 1.135373 5.196981 -2.115465
C: -0.032303 4.950947 -2.707587
C: -0.893146 3.765325 -2.413676
H: -0.981343 3.149437 -3.321461
H: -1.903163 4.084127 -2.135264
H: -0.433643 5.624142 -3.450077
C: 1.951556 6.374932 -2.440362
C: 1.994450 6.880517 -3.739032
C: 2.766079 7.985731 -4.043151
C: 3.510956 8.609372 -3.056140
C: 3.480376 8.115322 -1.763281
C: 2.713142 7.006451 -1.458271
H: 2.691949 6.639683 -0.442982
H: 4.058625 8.595894 -0.987552
H: 4.114359 9.472601 -3.294170
H: 2.791030 8.359899 -5.056234
H: 1.433951 6.388612 -4.519886
H: 1.380518 4.597951 -0.072569
H: 2.745705 4.188479 -1.120648
H: 1.370434 2.174833 -0.497698
C: -0.654191 1.693954 0.730899
C: -0.752506 2.111778 2.053170
C: -0.301994 1.302736 3.084650
C: 0.235645 0.057652 2.803649
C: 0.310193 -0.359911 1.488648
C: -0.127007 0.436700 0.450981
H: -0.048467 0.066882 -0.560364
S: 0.989549 -1.976749 1.134376
O: 1.138735 -2.099706 -0.291887
O: 2.147706 -2.189791 1.951074
N: -0.237821 -2.945423 1.742138
C: -1.399086 -3.034192 0.877840
H: -1.556820 -2.050854 0.432635
C: -1.194184 -4.098006 -0.210765
N: -0.835710 -5.379682 0.357241
C: -1.816099 -6.285515 0.745561
C: -3.182286 -5.989699 0.701432
C: -4.128936 -6.944039 1.025009
C: -3.751091 -8.217509 1.408593
C: -2.401853 -8.528512 1.449574
C: -1.451310 -7.585072 1.120021
H: -0.410549 -7.870245 1.130924
H: -2.084992 -9.521977 1.732643
H: -4.493437 -8.957149 1.666250
H: -5.176223 -6.680478 0.983642
H: -3.525320 -5.006347 0.420304
C: 0.379711 -5.254288 1.136965
H: 0.669246 -6.213382 1.561202
C: 0.183980 -4.230821 2.264531
H: 1.117470 -4.062836 2.801101
H: -0.585800 -4.580836 2.961051
H: 1.178764 -4.901226 0.476164
H: -2.081876 -4.198531 -0.834482
H: -0.361143 -3.775137 -0.843690
H: -2.259499 -3.283875 1.507373
H: 0.601968 -0.595906 3.578499
H: -0.374472 1.643118 4.106274
H: -1.186245 3.077378 2.266208

Forces on atoms 1 to 6 (eV/Å):
-0.17 0.03 0.16
-0.08 -0.16 0.13
0.05 0.11 -0.30
0.45 0.17 0.24
0.03 -0.04 0.09
-0.11 -0.26 -0.10

For the gap between HOMO and LUMO, the calculation gives 8.0831 eV. As for the total energy: -1872.545375 a.u. The lowest unoccupied orbital energy comes out at 0.42 eV. The structure (SMILES) is O=C(c1cccc(S(=O)(=O)N2CCN(c3ccccc3)CC2)c1)N1CC=C(c2ccccc2)CC1.

Record 3
The following is a DFT calculation (ωB97M-V/def2-TZVPD) of the ion C3H7N2 with charge +1 in a non-equilibrium geometry.

Geometry (Å):
C: -0.524760 0.350476 1.086554
C: -0.848559 -0.324366 -0.869626
C: 1.638694 0.025984 -0.038962
N: 0.176888 -0.068744 0.111134
N: -1.851468 0.179883 0.132026
H: -0.402884 0.905775 2.043423
H: -0.731923 0.583978 -1.607478
H: -0.971323 -1.280137 -1.280161
H: 1.802786 1.073871 0.421835
H: 2.126021 -0.775974 0.546957
H: 1.970123 -0.113492 -1.068060
H: -2.383594 -0.557256 0.522355

Forces on atoms 1 to 6 (eV/Å):
-5.07 0.05 -2.84
-0.48 4.63 0.19
0.21 1.24 1.51
2.73 -0.81 0.09
3.60 0.85 2.39
0.26 -0.74 -0.82

For the gap between HOMO and LUMO, the calculation gives 10.8034 eV. As for the total energy: -227.661781 a.u. As for the total charge: +1. The lowest unoccupied orbital energy comes out at -4.99 eV. The structure (SMILES) is CN1C=[NH+]C1.

Record 4
The following is a DFT calculation (ωB97M-V/def2-TZVPD) of a cluster of 3 separate species, C14H25F6NO4S in total in a non-equilibrium geometry.

Geometry (Å):
C: 3.154222 -2.291224 1.400607
C: 3.774984 -0.898654 1.213887
C: 2.678623 0.134036 0.940085
N: 3.066251 1.531217 1.232075
C: 2.221267 2.522823 0.520218
C: 0.718852 2.230072 0.436554
C: 0.001263 2.016768 1.772946
C: -1.376647 1.398121 1.617988
F: -1.998466 1.792350 0.471880
F: -2.177790 1.761650 2.659497
C: -1.373181 -0.145178 1.614065
F: -0.849114 -0.612344 2.742137
F: -0.643431 -0.609946 0.600179
F: -2.601876 -0.630237 1.492065
S: 3.349713 1.946013 2.808464
O: 4.748531 2.006361 3.059045
O: 2.494694 3.004878 3.238925
F: 2.825394 0.655395 3.539202
H: 2.941792 -2.747611 0.432603
H: 2.207185 -2.216676 1.945528
H: 3.805874 -2.936193 1.991307
H: 4.478520 -0.922414 0.379984
H: 4.335702 -0.648517 2.115036
H: 2.472581 0.107851 -0.133415
H: 1.765919 -0.170916 1.454188
H: 2.604644 2.529488 -0.505355
H: 2.402157 3.520770 0.916848
H: 0.264416 3.101302 -0.045059
H: 0.544245 1.398426 -0.249902
H: -0.141301 2.970103 2.286870
H: 0.552384 1.383157 2.466670
C: -4.627591 1.566972 -1.133839
C: -5.210207 1.793558 -2.508306
O: -4.826446 2.690905 -3.220658
C: -6.296909 0.841507 -2.951511
H: -3.869877 2.316721 -0.937140
H: -5.413284 1.640203 -0.379663
H: -4.182597 0.572535 -1.072475
H: -7.141469 0.891043 -2.262366
H: -5.918656 -0.182127 -2.956005
H: -6.630802 1.107531 -3.951505
C: -0.366227 -2.990540 -1.918787
C: 1.128104 -2.945781 -2.134391
O: 1.778753 -1.977205 -1.809813
C: 1.766898 -4.151551 -2.774316
H: -0.690056 -2.056748 -1.468163
H: -0.873287 -3.125158 -2.875874
H: -0.633525 -3.821707 -1.264203
H: 1.333093 -4.324283 -3.760346
H: 1.589161 -5.036930 -2.161718
H: 2.837516 -3.989818 -2.874039

Forces on atoms 1 to 6 (eV/Å):
-0.07 0.18 -0.01
-0.16 -0.23 0.24
0.69 -0.36 -0.47
-0.92 0.32 0.61
0.09 0.00 -0.53
-0.05 0.12 0.00

For the gap between HOMO and LUMO, the calculation gives 10.0544 eV. As for the total energy: -1901.563155 a.u. The lowest unoccupied orbital energy comes out at 0.43 eV. The structure (SMILES) is CCCN(CCCC(F)(F)C(F)(F)F)S(=O)(=O)F.CC(C)=O.CC(C)=O.